{"formula": "C25H28F5N2RuS2Se", "method": "wB97M-V/def2-TZVPD", "species": ["Ru", "F", "C", "C", "F", "C", "F", "C", "S", "C", "F", "C", "F", "C", "C", "C", "C", "N", "N", "H", "H", "H", "H", "H", "H", "H", "H", "H", "H", "H", "H", "C", "C", "C", "C", "C", "C", "Se", "C", "C", "C", "H", "H", "H", "H", "H", "H", "H", "H", "H", "H", "H", "S", "C", "C", "C", "C", "C", "C", "H", "H", "H", "H", "H"], "xyz": [[0.1701, 0.6650, 0.8306], [1.3096, -0.5879, 7.8354], [1.3813, -0.5578, 6.5074], [0.2415, -0.7178, 5.7436], [-0.9390, -0.8968, 6.3377], [0.3331, -0.7084, 4.3652], [-0.8101, -0.9501, 3.6968], [1.5268, -0.4962, 3.6931], [1.7621, -0.4408, 1.9329], [2.6568, -0.3486, 4.4948], [3.8518, -0.1605, 3.9350], [2.5981, -0.3782, 5.8760], [3.7045, -0.2289, 6.6014], [-1.8477, -3.5593, -1.3291], [-2.0930, -2.7608, -0.0540], [-1.5311, -3.5167, 1.1494], [-3.5900, -2.4995, 0.1285], [-1.3197, -1.5135, -0.2371], [-1.4279, -0.5786, 0.8442], [-2.3228, -4.5378, -1.2554], [-0.7782, -3.6999, -1.4886], [-2.2625, -3.0479, -2.2013], [-1.9135, -4.5376, 1.1529], [-1.8218, -3.0676, 2.1018], [-0.4414, -3.5527, 1.1006], [-4.1341, -3.4416, 0.2131], [-3.9972, -1.9543, -0.7267], [-3.7977, -1.9289, 1.0370], [-1.6013, -1.0224, -1.0808], [-1.2859, -1.1130, 1.6968], [-2.3473, -0.1406, 0.9136], [0.8544, -1.5866, -6.9144], [0.7381, -0.9052, -5.5776], [0.1237, 0.3323, -5.4507], [0.0086, 0.9759, -4.2233], [-0.6637, 2.3201, -4.1610], [0.5257, 0.3440, -3.0843], [0.4445, 1.3232, -1.4294], [1.1373, -0.9141, -3.1763], [1.7166, -1.6500, -1.9962], [1.2347, -1.5083, -4.4307], [0.5191, -0.9345, -7.7201], [0.2504, -2.4956, -6.9450], [1.8866, -1.8750, -7.1190], [-0.2794, 0.8180, -6.3333], [-1.0171, 2.6127, -5.1491], [0.0213, 3.0882, -3.7973], [-1.5129, 2.3102, -3.4757], [1.2585, -1.3539, -1.0575], [2.7899, -1.4577, -1.9154], [1.5837, -2.7255, -2.1235], [1.7185, -2.4776, -4.5083], [-0.7068, 2.0208, 2.3494], [0.0789, 3.6119, 2.2215], [0.0593, 4.3954, 3.3769], [0.6188, 5.6619, 3.3728], [1.2118, 6.1600, 2.2189], [1.2319, 5.3816, 1.0720], [0.6674, 4.1130, 1.0670], [-0.3990, 4.0052, 4.2772], [0.5962, 6.2593, 4.2755], [1.6553, 7.1471, 2.2164], [1.6873, 5.7606, 0.1657], [0.6870, 3.5225, 0.1600]], "atomic_forces_ev_per_a": [[-0.125, 0.267, -0.423], [-0.004, 0.019, 0.020], [0.005, 0.010, 0.026], [0.011, 0.007, 0.013], [-0.004, -0.043, 0.000], [-0.077, -0.065, -0.003], [-0.018, 0.050, -0.170], [0.123, -0.021, -0.139], [0.271, -0.129, 0.381], [0.018, 0.077, 0.022], [0.015, 0.007, -0.011], [-0.020, -0.019, -0.024], [0.025, 0.009, 0.014], [0.012, -0.010, -0.021], [-0.112, 0.064, -0.020], [0.070, 0.003, -0.023], [-0.028, -0.014, -0.022], [-0.071, -0.015, 0.072], [0.084, -0.375, 0.174], [-0.017, 0.013, -0.009], [-0.006, 0.002, 0.007], [0.025, 0.016, 0.007], [-0.014, 0.010, 0.013], [-0.005, 0.018, 0.014], [-0.010, -0.014, -0.017], [0.012, 0.009, 0.008], [0.009, -0.001, 0.008], [0.005, -0.005, 0.002], [0.088, 0.023, -0.020], [-0.098, -0.033, 0.115], [0.038, 0.089, -0.058], [-0.005, 0.002, 0.002], [0.004, -0.027, -0.010], [0.010, 0.035, -0.011], [-0.021, -0.079, -0.037], [0.013, -0.004, 0.012], [-0.302, -0.225, 0.178], [0.416, 0.354, -0.330], [-0.050, -0.028, 0.018], [0.096, 0.059, -0.049], [-0.015, -0.007, 0.006], [0.002, 0.000, 0.002], [0.000, 0.003, 0.003], [-0.002, 0.003, 0.001], [0.014, 0.000, 0.003], [-0.002, 0.003, 0.009], [0.003, 0.000, -0.005], [0.000, -0.006, 0.000], [-0.048, -0.054, -0.014], [-0.014, 0.024, 0.008], [0.025, 0.010, 0.003], [-0.017, 0.005, 0.004], [-0.479, 0.174, -0.057], [0.167, -0.188, 0.428], [0.030, 0.067, -0.020], [-0.012, 0.012, -0.018], [-0.020, -0.031, 0.018], [0.017, 0.005, -0.018], [-0.003, -0.066, -0.060], [0.013, -0.011, -0.004], [0.004, -0.001, -0.009], [-0.007, -0.004, -0.005], [0.003, -0.007, 0.008], [-0.023, 0.033, 0.007]], "lowdin_spin": [0.599, 0.000, -0.001, 0.001, 0.000, 0.002, 0.002, 0.021, 0.035, 0.002, 0.000, 0.001, 0.001, 0.000, 0.000, 0.000, 0.000, 0.004, -0.003, 0.000, 0.000, 0.000, 0.000, 0.000, 0.000, 0.000, 0.000, 0.000, 0.002, 0.001, 0.000, 0.001, 0.005, 0.000, 0.007, 0.002, 0.014, 0.081, 0.005, 0.007, -0.001, 0.000, 0.000, 0.000, 0.000, 0.000, 0.001, 0.000, 0.006, 0.000, 0.001, 0.000, 0.168, 0.014, 0.010, -0.001, 0.007, 0.000, 0.006, 0.002, 0.000, 0.000, 0.000, 0.000], "spin_multiplicity": 2, "total_charge": 0, "largest_force_ev_per_a": 0.6, "orbital_gap_ev": [6.491, 6.437], "lumo_energy_ev": [-0.854, -1.168]}